(1)
ORCA calculation (ωB97M-V with the def2-TZVPD basis set) on a molecular structure, C13H17ClINO2PSn at a distorted geometry.

Each line ends with the Löwdin charge.
CARTESIAN COORDINATES (ANGSTROEM)
C -0.26281 -2.36037 -1.55440  0.0284
C 0.96630 -1.65359 -1.49987  -0.0828
H 0.08913 -3.37172 -1.73875  0.1517
H -0.87052 -1.99901 -2.36944  0.0869
H -0.83712 -2.31131 -0.64397  0.1036
O 2.07043 -2.04318 -1.52701  0.2792
I 1.79045 1.96732 -0.32875  1.2153
Sn -3.13897 0.98517 -1.04877  1.0363
P -0.14234 0.78893 -3.13076  0.6887
C 1.54635 1.25527 -3.57575  -0.3515
C -0.55499 -0.23366 -4.53223  -0.2891
H -2.04286 2.43362 -3.22906  -0.0351
H -1.07992 2.44177 -4.77825  0.0865
H -0.44002 3.26356 -3.29649  0.0649
C -1.00715 2.37520 -3.66245  -0.2637
H -1.57584 -0.61569 -4.43216  0.0583
H -0.47480 0.27953 -5.49334  0.0785
H 1.65817 1.53647 -4.62574  0.0832
H 2.21592 0.42429 -3.35426  0.0319
H 0.09805 -1.10798 -4.54914  0.0584
H 1.88837 2.09305 -2.95193  -0.0444
C 2.91572 0.07310 -0.57591  -0.3603
O 3.96198 -0.38355 -0.29069  0.2288
Cl -5.22287 0.33694 -0.09446  -0.0306
N -0.67029 -0.49801 1.29678  0.0972
C -0.40757 -0.41919 2.44915  -0.1715
C -0.19969 -0.39450 3.84943  -0.2607
C -1.34419 -0.22788 4.64999  -0.0193
C -1.19493 -0.11953 6.01985  -0.0380
C 0.07151 -0.19488 6.58042  -0.0123
C 1.21995 -0.41652 5.79725  -0.0244
C 1.07843 -0.51702 4.41211  -0.0263
H -2.29493 -0.15941 4.06450  0.1359
H -2.12233 0.02918 6.56592  0.1281
H 0.16317 -0.09453 7.64898  0.1246
H 2.19928 -0.50072 6.22601  0.1164
H 1.95090 -0.66113 3.72318  0.1270

The LUMO energy is -13.82 eV. The frontier orbital gap is 3.0 eV. Its max |F| is 6.780 eV/Å. The molar mass comes out at 531.3 u. The energy above the lowest of the compared OMol25 structures with the same formula, charge and spin comes out at 60.4 kcal per mole. Its net charge is +3.

(2)
ORCA calculation (ωB97M-V with the def2-TZVPD basis set) on a molecular structure, C17H45Be2F3O15 at a distorted geometry.

Each line ends with the Mulliken spin population.
CARTESIAN COORDINATES (ANGSTROEM)
Be 1.88378 3.52109 -1.02133  0.5772
Be 0.94844 0.91969 -3.94340  0.0990
C 0.83369 -2.35186 -3.96256  -0.0009
O 1.96128 -1.43194 -3.79282  0.0026
O -0.23608 -1.45597 -4.16731  -0.0210
C 0.94565 -3.56265 -4.88098  0.0046
F -0.13846 -4.23744 -5.25254  0.0000
F 1.49574 -3.19671 -6.02492  0.0000
F 1.83492 -4.36915 -4.37718  0.0004
C 3.19124 -1.89398 -3.31511  -0.0023
C 3.88971 -0.47461 -3.29998  0.0086
H 4.00325 0.08700 -4.22723  -0.0049
H 3.32741 0.07935 -2.54829  -0.0066
H 4.91686 -0.73620 -3.04575  0.0012
H 3.47996 -2.44454 -4.21045  0.0005
H 3.20792 -2.48505 -2.39944  0.0011
H 0.59017 -2.65838 -2.94529  -0.0054
C 0.55693 0.46510 -0.29589  0.0711
O 1.20515 1.07267 -1.39667  0.2438
H 1.01965 0.75244 0.64826  -0.0345
H -0.49522 0.71263 -0.15510  -0.0011
H 0.63837 -0.61740 -0.19770  0.0131
C 1.54435 5.51579 1.65052  -0.0057
C 2.26406 4.39562 2.25990  0.0088
O 2.15399 3.12657 1.56125  0.0602
O 1.98556 5.65058 0.29878  0.0065
H 1.91033 6.36007 2.23477  0.0012
H 0.45621 5.57225 1.62110  0.0009
H 1.69926 4.33473 3.19017  0.0011
H 3.30115 4.63294 2.49699  0.0019
H 1.89642 2.59789 2.32004  -0.0087
H 2.65850 6.32363 0.42430  -0.0028
C -3.30983 -0.17878 -3.10030  -0.0003
C -2.92724 1.17505 -2.40761  0.0015
O -1.80605 1.82828 -3.00286  -0.0015
O -3.48029 0.03409 -4.49398  -0.0004
H -4.25275 -0.48675 -2.64848  0.0005
H -2.54973 -0.95999 -3.10866  0.0002
H -2.50066 0.88913 -1.44617  -0.0001
H -3.78869 1.82575 -2.25730  -0.0001
H -1.41533 2.51306 -2.45512  -0.0062
H -2.82911 -0.46736 -4.99006  0.0002
C -1.65435 -3.26110 1.32286  0.0000
C -1.49928 -3.18934 -0.21465  0.0014
O -2.59414 -3.82848 -0.85183  0.0000
O -0.59096 -2.57629 2.02344  0.0006
H -1.55203 -4.31451 1.58357  0.0000
H -2.57435 -2.78135 1.65684  -0.0001
H -0.52590 -3.55362 -0.54316  0.0000
H -1.50501 -2.19381 -0.65848  -0.0009
H -2.56191 -3.61483 -1.78720  0.0001
H -0.88644 -2.66892 2.93212  0.0000
C -0.38280 2.23412 5.18133  0.0001
C -0.32094 1.75076 3.71123  0.0000
O 1.07450 1.36378 3.49851  -0.0012
O 0.10420 1.30456 6.27851  0.0000
H -1.44291 2.43115 5.34080  0.0000
H 0.13578 3.19165 5.22956  -0.0001
H -0.70511 2.51538 3.03604  -0.0001
H -0.98437 0.91165 3.50183  -0.0001
H 1.18523 0.49038 3.11574  0.0007
H 0.89146 0.91637 5.88973  0.0000
C 2.81790 -4.36918 1.44976  0.0001
C 3.29851 -2.95333 1.62132  -0.0016
O 4.63958 -2.91147 1.17385  0.0000
O 3.43527 -5.12342 2.43190  0.0000
H 2.86891 -4.83412 0.46520  0.0000
H 1.73836 -4.37243 1.60033  0.0000
H 3.10784 -2.65113 2.65109  -0.0002
H 2.71969 -2.43147 0.85927  0.0013
H 5.13517 -3.49167 1.75638  0.0000
H 3.16439 -5.99371 2.13051  0.0000
C -5.49602 2.57099 1.50058  0.0000
C -4.50010 2.60639 0.36799  -0.0001
O -3.17369 2.09658 0.83102  -0.0046
O -5.21170 1.64014 2.50062  0.0000
H -6.50725 2.43219 1.11814  0.0000
H -5.37690 3.51129 2.03885  0.0000
H -4.41595 3.55415 -0.16375  -0.0001
H -4.95990 1.91278 -0.33599  -0.0001
H -2.65350 1.97775 0.03297  0.0012
H -4.31181 1.32546 2.38754  0.0000

The LUMO energy (alpha / beta) is -6.80 / -6.82 eV. The frontier orbital gap (alpha / beta) is 4.9 / 5.1 eV. Its max |F| is 5.290 eV/Å. The molar mass comes out at 564.6 u. As for the multiplicity: 2. The energy above the lowest of the compared OMol25 structures with the same formula, charge and spin comes out at 65.5 kcal per mole. Its net charge is +1.

(3)
ORCA calculation (ωB97M-V with the def2-TZVPD basis set) on a molecular structure, C38H39O3P2Se2Ti at a distorted geometry.

Each line ends with the Mulliken spin population.
CARTESIAN COORDINATES (ANGSTROEM)
Ti 1.24946 0.92668 -0.46317  1.0740
O 1.27015 4.68791 -0.90564  0.0002
C 0.61273 3.74678 -1.24077  0.0070
O 1.11970 2.49591 -1.43909  0.0446
C -0.88975 3.86254 -1.63396  -0.0106
P -1.74887 2.54794 -0.73061  0.0346
C -2.53553 3.54455 0.54853  -0.0090
C -1.75910 4.17903 1.47232  0.0035
C -2.35369 4.82229 2.57125  0.0029
C -3.72979 4.94564 2.78628  -0.0001
C -4.55508 4.29588 1.81964  0.0001
C -3.92451 3.61588 0.74850  -0.0001
C -3.26552 2.05199 -1.72404  0.0051
C -3.51537 0.70734 -1.81713  0.0041
C -4.59762 0.28432 -2.53662  -0.0001
C -5.56735 1.13827 -3.07462  0.0000
C -5.35042 2.52684 -2.85138  0.0000
C -4.12843 2.96453 -2.32584  -0.0018
H -0.89529 3.56696 -2.65489  -0.0026
H -1.27104 4.87704 -1.54824  0.0013
H -0.73653 4.00322 1.39168  0.0043
H -1.84865 5.39469 3.32900  0.0001
H -4.17142 5.45762 3.61243  0.0000
H -5.59800 4.26468 1.80148  0.0000
H -4.55240 3.02213 0.12431  0.0000
H -2.85715 0.02950 -1.30138  0.0034
H -4.72132 -0.80483 -2.57858  0.0000
H -6.44079 0.73525 -3.54079  0.0000
H -6.03016 3.26437 -3.20874  -0.0001
H -3.91571 4.01594 -2.33434  0.0000
Se 2.84081 1.46264 1.32937  0.0069
P 3.85797 -0.23459 0.49658  0.0189
Se 3.42974 -0.23137 -1.57606  -0.0075
C 5.64358 -0.25149 0.62954  0.0118
C 6.19204 -1.44783 0.03582  -0.0017
C 7.59206 -1.51808 0.10133  0.0005
C 8.43703 -0.50251 0.69495  0.0002
C 7.84316 0.60156 1.26293  -0.0004
C 6.44102 0.69874 1.27462  -0.0035
C 3.26198 -1.81289 1.20286  -0.0104
C 2.15108 -2.53966 0.58314  0.0238
C 1.64849 -3.59842 1.24622  0.0002
C 2.18406 -4.02490 2.47099  -0.0003
C 3.15385 -3.28180 3.09891  -0.0002
C 3.72008 -2.18501 2.44950  -0.0014
H 5.61950 -2.25413 -0.32419  0.0002
H 8.04262 -2.49758 -0.17976  0.0002
H 9.46571 -0.63615 0.54950  -0.0001
H 8.47260 1.48647 1.62100  0.0002
H 5.99499 1.63518 1.69548  0.0007
H 1.88564 -2.15383 -0.35129  -0.0249
H 0.91237 -4.29199 0.80312  0.0000
H 1.65876 -4.77156 2.97824  0.0000
H 3.53334 -3.66198 4.07354  0.0000
H 4.46455 -1.53990 2.89189  0.0003
C -2.67390 -0.05833 2.05449  0.0008
C -1.63184 -1.20486 2.29793  0.0023
C -0.27861 -0.56930 2.78221  0.0152
C -1.53736 -2.01687 0.98019  -0.0080
C -2.32632 -3.17817 0.81218  0.0017
C -2.22633 -3.86937 -0.38279  -0.0012
C -1.38623 -3.41906 -1.44259  0.0018
C -0.77713 -2.16508 -1.36399  -0.0252
C -0.20079 -1.77234 -2.66497  -0.0072
C -1.32422 -1.75415 -3.73269  0.0045
C 1.07235 -2.66882 -2.95198  -0.0059
C -0.80913 -1.48262 -0.11813  -0.0321
O 0.01819 -0.37233 -0.04767  -0.1544
H -2.82608 0.55699 2.90532  0.0002
H -3.62901 -0.32755 1.56036  0.0002
H -2.11288 0.56615 1.33353  -0.0022
H -1.94822 -1.89890 3.08813  -0.0003
H -0.12719 0.41472 2.28560  0.0179
H 0.57389 -1.16905 2.55079  -0.0028
H -0.25510 -0.24122 3.85948  -0.0001
H -2.87172 -3.58350 1.66215  -0.0001
H -2.71127 -4.78355 -0.55314  0.0001
H -1.30921 -4.06658 -2.29467  0.0004
H 0.14619 -0.76467 -2.69226  0.0211
H -1.73581 -2.72577 -4.02836  0.0002
H -0.87907 -1.36703 -4.61042  -0.0003
H -2.11252 -1.06814 -3.54279  -0.0003
H 0.85879 -3.61344 -3.41745  0.0003
H 1.54035 -2.80292 -1.98325  0.0001
H 1.74057 -2.21402 -3.69903  -0.0006

The LUMO energy (alpha / beta) is 0.25 / 0.28 eV. The frontier orbital gap (alpha / beta) is 8.3 / 8.5 eV. Its max |F| is 4.311 eV/Å. The molar mass comes out at 811.5 u. As for the multiplicity: 2. The energy above the lowest of the compared OMol25 structures with the same formula, charge and spin comes out at 27.1 kcal per mole.